# C39H45Cl3N3O3PRuS

C39H45Cl3N3O3PRuS as an isolated structure in a non-equilibrium geometry (the ωB97M-V functional and the def2-TZVPD basis, the OMol25 dataset).

Results
Total charge: +2
Orbital gap (alpha / beta), eV: 5.374 / 1.797
2S+1: 5

Element x y z (Å)
1 Ru 0.0957 0.8074 -0.7507
2 Cl -5.3570 -3.7302 -3.6294
3 Cl -2.1897 -7.0268 -0.6812
4 Cl -4.5577 -4.0275 2.8555
5 S -3.9756 -6.6421 4.3416
6 P 2.4665 0.8810 -1.0130
7 O -1.9207 0.9546 -1.6370
8 O -1.4654 -3.4702 1.6920
9 O -1.7155 0.4160 0.4624
10 N 0.1707 -1.1785 -1.2190
11 N 0.4526 2.7184 -0.3502
12 N 0.1589 -3.2982 -0.6412
13 C 2.8076 2.6474 -0.6555
14 C 1.6285 3.4145 -0.3552
15 C 2.8238 0.6260 -2.7685
16 C -0.2254 -3.2457 -1.9735
17 C 5.4583 5.3418 -0.2443
18 C 4.0309 3.2690 -0.6236
19 C -1.4528 -4.5511 0.8254
20 C 0.3275 -2.0405 -0.1919
21 C -2.1028 -4.9465 3.6681
22 C -4.3149 5.2370 1.5470
23 C -3.8441 -5.3092 -1.9618
24 C -3.4521 -5.1552 3.5974
25 C -3.1645 -3.1449 -0.4043
26 C 3.0279 0.2216 1.6234
27 C -1.4221 -6.0241 4.3316
28 C 1.9131 1.5722 -3.6107
29 C -2.2437 3.9263 1.8248
30 C -1.1406 4.1221 -2.3045
31 C -1.0727 3.3546 1.4043
32 C -4.3613 -4.0196 -2.2471
33 C 1.7324 4.7417 -0.0008
34 C 2.9580 5.3779 0.0683
35 C 4.8946 -0.2048 0.0082
36 C -2.9425 -5.4788 -0.9153
37 C -0.0138 -4.4973 0.1803
38 C -2.5037 0.6609 -0.5451
39 C -1.4081 -3.6966 3.1555
40 C -0.2114 -1.9221 -2.3143
41 C -4.0863 -2.9793 -1.4020
42 C -1.5602 4.0121 -0.8655
43 C 4.1089 4.6544 -0.2830
44 C -0.1828 2.6893 2.4250
45 C -3.1232 4.5683 0.9426
46 C 3.0005 -0.8387 -3.1569
47 C -2.3184 -7.0017 4.6999
48 C 3.3517 -0.1616 0.1506
49 C -0.7563 3.3599 0.0256
50 C -2.6988 4.5941 -0.3740
51 C -2.5418 -4.3639 -0.2083
52 H -4.1556 -6.0654 -2.6490
53 H -0.3607 -6.0106 4.5046
54 H -0.4883 -1.4582 -3.2763
55 H 3.5046 -0.9962 -4.1234
56 H 2.0005 -0.0089 1.8342
57 H 0.9038 1.3618 -3.3583
58 H -1.8155 4.7206 -2.9216
59 H 0.8450 2.7528 2.2162
60 H 5.3264 -1.0078 0.6311
61 H 2.0902 -1.4527 -3.1730
62 H -4.4006 6.1909 1.1057
63 H -5.2259 4.6498 1.3895
64 H -3.2279 5.1457 -1.1224
65 H 0.8246 5.2923 0.3057
66 H -1.9773 -2.8466 3.6616
67 H 3.6953 -1.3516 -2.5129
68 H -0.1665 4.6252 -2.3563
69 H -1.5426 -5.5070 1.3595
70 H 5.8337 5.3863 0.8003
71 H -3.5948 0.6419 -0.4707
72 H 5.3342 6.3406 -0.7046
73 H 3.0104 6.3962 0.3478
74 H -0.4134 1.6359 2.6555
75 H 4.9597 2.6971 -0.8244
76 H 2.9231 -1.1657 -0.0464
77 H 3.7085 -0.4045 2.2895
78 H 0.1349 -5.3307 -0.5009
79 H -2.4136 3.9654 2.9123
80 H 0.7559 -4.6077 0.9049
81 H -2.9053 -2.3401 0.2652
82 H -0.2919 3.1315 3.3872
83 H -1.0233 3.1429 -2.7935
84 H -2.0400 -7.8320 5.2883
85 H -4.1636 5.3092 2.6146
86 H 5.2537 -0.3449 -0.9914
87 H -4.5099 -1.9880 -1.4987
88 H 3.2056 1.2573 1.8882
89 H 2.0237 1.4244 -4.6357
90 H 6.1901 4.8035 -0.8386
91 H -0.3314 -3.8101 3.4427
92 H 2.1527 2.6182 -3.3872
93 H 3.8629 1.0262 -2.8183
94 H 0.5936 -1.8393 0.8359
95 H 5.2770 0.7754 0.3978
96 H -0.4441 -4.1365 -2.5366

Atom charges from the Mulliken analysis, given in e for atoms 1 to 2: atom 1 (Ru): -0.14, atom 2 (Cl): -0.18



# C6H6N4O

One molecule with the formula C6H6N4O in a non-equilibrium geometry (the ωB97M-V functional and the def2-TZVPD basis, the OMol25 dataset).

Results
ΔE to the lowest compared entry with this formula, charge and spin, eV: 2.231
Orbital gap, eV: 8.353
2S+1: 1

Element x y z (Å)
1 O 3.7389 -1.5131 0.7783
2 N 2.1074 -0.7190 -0.5199
3 N 1.5104 -1.1835 1.6114
4 N 0.1077 0.3077 -1.2215
5 N -1.7198 1.8405 -1.3393
6 C 0.5136 -0.7412 0.9322
7 C 2.6155 -1.0916 0.6820
8 C -1.6675 0.0667 0.6769
9 C 0.8360 -0.3251 -0.4021
10 C -1.2502 0.4580 -0.9816
11 C -0.7732 -0.5176 1.4577
12 H -0.7542 2.1871 -1.4629
13 H 2.5860 -0.2575 -1.1830
14 H -2.6854 0.3924 0.7784
15 H -1.0453 -0.9390 2.4453
16 H -1.7899 -0.2973 -1.5728
17 H -2.3301 2.3324 -0.6791

Atom charges from the Mulliken analysis, given in e for atoms 1 to 2: atom 1 (O): -0.52, atom 2 (N): -0.11